Molecular formula: C5H41NO14
Method: DFT, ωB97M-V with the def2-TZVPD basis set

Kohn-Sham gap (spin up / spin down) in eV: 1.829 / 8.751
Multiplicity: 2
Charge: -1

Element x y z (Å)
C (-1.851, 0.460, -0.191)
C (-0.477, -0.244, -0.274)
C (-2.285, 0.628, 1.295)
N (-2.794, 1.979, 1.503)
C (-3.877, 2.236, 0.555)
C (-3.295, 2.088, 2.900)
H (-2.522, -0.231, -0.775)
H (-1.839, 1.381, -0.778)
H (-0.560, -1.222, 0.219)
H (-0.293, -0.623, -1.288)
H (0.365, 0.371, 0.072)
H (-1.566, 0.305, 2.047)
H (-3.092, -0.166, 1.378)
H (-4.572, 2.963, 0.983)
H (-4.387, 1.281, 0.359)
H (-3.537, 2.697, -0.378)
H (-3.195, 3.126, 3.226)
H (-4.306, 1.729, 2.935)
H (-2.761, 1.415, 3.595)
H (0.717, 2.798, -1.111)
H (2.050, 2.529, -0.713)
O (1.326, 2.034, -1.143)
H (-1.989, -3.575, -2.796)
H (-1.319, -3.577, -1.477)
O (-1.103, -3.440, -2.421)
H (3.166, -3.456, 2.130)
H (4.469, -2.661, 1.911)
O (3.634, -2.638, 2.395)
H (0.791, 0.437, -4.487)
H (1.788, -0.380, -3.665)
O (1.354, -0.341, -4.532)
H (0.341, -1.071, 3.882)
H (0.318, -0.555, 2.473)
O (0.187, -1.369, 2.975)
H (-0.958, 3.713, 0.155)
H (0.506, 4.382, -0.018)
O (-0.322, 4.132, -0.439)
H (5.353, 0.996, -0.391)
H (4.434, 1.225, 0.844)
O (5.191, 1.594, 0.343)
H (3.427, -0.942, 1.543)
H (2.342, -0.097, 1.013)
O (3.254, -0.002, 1.339)
H (-4.957, -2.214, -0.422)
H (-4.518, -1.105, -1.255)
O (-4.140, -1.744, -0.634)
H (-1.511, -2.928, 1.401)
H (-0.620, -4.088, 1.286)
O (-1.519, -3.815, 1.017)
H (4.069, 2.892, -0.638)
H (3.923, 3.375, 0.862)
O (3.605, 3.469, -0.035)
H (0.626, -3.171, -2.497)
H (1.909, -2.877, -3.194)
O (1.551, -2.926, -2.299)
H (-1.155, 3.196, -2.456)
H (-2.148, 4.298, -2.146)
O (-2.081, 3.341, -2.227)
H (1.592, -5.016, 1.095)
H (1.515, -3.908, -0.067)
O (1.403, -4.097, 0.873)

Formally, the Mulliken partial charges of the atoms, in units of the elementary charge, are as follows:
1. C 0.75
2. C -1.55
3. C -0.42
4. N 0.27
5. C -1.06
6. C -1.12
7. H -0.01
8. H -0.14
9. H 0.25
10. H 0.24
11. H 0.15
12. H 0.14
13. H 0.19
14. H 0.49
15. H 0.28
16. H 0.14
17. H 0.30
18. H 0.41
19. H 0.29
20. H 0.33
21. H 0.32
22. O -0.45
23. H 0.31
24. H 0.31
25. O -0.77
26. H 0.28
27. H 0.43
28. O -0.77
29. H 0.31
30. H 0.34
31. O -0.68
32. H 0.27
33. H 0.21
34. O -0.60
35. H 0.38
36. H 0.22
37. O -0.71
38. H 0.31
39. H 0.45
40. O -0.63
41. H 0.36
42. H 0.36
43. O -0.97
44. H 0.22
45. H 0.30
46. O -0.48
47. H 0.30
48. H 0.24
49. O -0.57
50. H 0.33
51. H 0.30
52. O -0.70
53. H 0.37
54. H 0.23
55. O -0.54
56. H 0.24
57. H 0.32
58. O -0.63
59. H 0.30
60. H 0.27
61. O -0.72